Below is a molecular structure, C21H14BrIrN3O4S, with properties calculated with ωB97M-V/def2-TZVPD.

F_max = 0.52 eV/A
Total energy = -118375.8798 eV
Total charge = +1
Energy above the lowest of the compared OMol25 structures with the same formula, charge and spin = 0.0 kJ/mol
HOMO = -11.22 eV
Gap between HOMO and LUMO = 6.18 eV

Each line ends with the natural charge from an NBO analysis.
Atoms and positions in Å:
Ir: 0.551 -0.415 -0.615  1.304
O: 3.568 2.626 5.563  -0.644
C: 2.834 1.515 5.745  0.767
O: 2.640 1.079 6.840  -0.527
C: 2.266 0.844 4.519  -0.140
C: 1.225 -0.058 4.732  -0.141
C: 0.651 -0.730 3.673  -0.205
C: 1.134 -0.515 2.385  0.082
C: 2.170 0.379 2.160  -0.156
C: 2.736 1.055 3.230  -0.181
N: 0.578 -1.189 1.260  -0.350
C: 0.003 -2.331 1.354  0.137
C: -0.562 -2.878 0.135  0.112
C: -1.163 -4.116 0.027  -0.168
C: -1.620 -4.533 -1.215  -0.127
C: -1.456 -3.701 -2.309  -0.200
C: -0.851 -2.466 -2.148  0.075
N: -0.425 -2.071 -0.946  -0.311
H: 3.552 2.927 4.648  0.484
H: 0.874 -0.210 5.743  0.261
H: -0.189 -1.386 3.862  0.224
H: 2.586 0.504 1.168  0.231
H: 3.572 1.714 3.031  0.223
H: -0.054 -2.882 2.285  0.228
H: -1.259 -4.741 0.905  0.251
H: -2.090 -5.500 -1.327  0.252
H: -1.787 -3.996 -3.294  0.258
H: -0.691 -1.775 -2.963  0.254
Br: -1.494 3.829 -6.418  0.105
C: -2.002 3.365 -4.664  -0.083
C: -3.119 3.959 -4.091  -0.185
C: -3.496 3.623 -2.798  -0.196
C: -2.764 2.698 -2.076  -0.171
C: -1.646 2.111 -2.664  -0.133
C: -1.256 2.439 -3.961  -0.203
C: -0.862 1.134 -1.914  0.771
O: -1.099 0.847 -0.681  -0.656
O: 0.122 0.490 -2.433  -0.657
H: -3.689 4.682 -4.656  0.243
H: -4.367 4.090 -2.358  0.235
H: -3.045 2.427 -1.067  0.239
H: -0.382 1.979 -4.401  0.250
S: 4.582 -2.228 -2.049  -0.001
C: 3.327 -1.547 -1.381  0.195
N: 2.395 -1.046 -0.838  -0.743


Below is a molecular structure, C21H14F2IrN2S, with properties calculated with ωB97M-V/def2-TZVPD.

F_max = 0.71 eV/A
Total energy = -44089.3199 eV
Total charge = +1
HOMO = -11.04 eV
Gap between HOMO and LUMO = 6.84 eV

Each line ends with the natural charge from an NBO analysis.
Atoms and positions in Å:
Ir: -0.386 0.291 -0.388  0.705
C: 2.539 1.221 0.093  -0.677
C: 2.545 -0.081 -0.645  0.295
C: 3.743 -0.690 -1.048  -0.260
C: 3.718 -1.886 -1.711  -0.087
C: 2.487 -2.512 -1.990  -0.015
C: 2.358 -3.751 -2.661  -0.194
C: 1.118 -4.280 -2.875  -0.181
C: -0.046 -3.615 -2.441  -0.176
C: 0.048 -2.408 -1.798  -0.198
S: -1.349 -1.505 -1.220  0.128
C: 1.321 -1.853 -1.567  0.122
N: 1.372 -0.650 -0.912  -0.480
H: 3.553 1.579 0.256  0.253
H: 2.057 1.111 1.067  0.250
H: 2.003 1.985 -0.478  0.238
H: 4.678 -0.198 -0.820  0.241
H: 4.641 -2.360 -2.020  0.237
H: 3.248 -4.268 -2.993  0.232
H: 1.016 -5.230 -3.382  0.237
H: -1.015 -4.065 -2.620  0.238
F: 0.191 -1.187 4.683  -0.299
C: -0.375 -0.350 3.812  0.456
C: -0.160 -0.555 2.458  -0.341
C: -0.742 0.328 1.563  -0.033
C: -1.568 1.374 2.018  -0.244
C: -1.734 1.530 3.388  0.466
F: -2.508 2.522 3.846  -0.307
C: -1.144 0.687 4.307  -0.351
C: -2.247 2.127 0.955  0.226
C: -3.149 3.174 1.080  -0.222
C: -3.724 3.705 -0.061  -0.110
C: -3.397 3.192 -1.309  -0.251
C: -2.485 2.162 -1.374  0.084
N: -1.924 1.650 -0.271  -0.458
H: 0.458 -1.381 2.133  0.246
H: -1.292 0.824 5.368  0.264
H: -3.398 3.551 2.058  0.257
H: -4.433 4.518 0.024  0.241
H: -3.836 3.581 -2.216  0.247
H: -2.179 1.716 -2.310  0.226


Below is a molecular structure, C21H14N3O6Pt, with properties calculated with ωB97M-V/def2-TZVPD.

2S+1 = 3
F_max = 0.22 eV/A
Total energy = -42003.9245 eV
Total charge = -1
Energy above the lowest of the compared OMol25 structures with the same formula, charge and spin = 18.6 kJ/mol
HOMO (spin up / spin down) = -4.55 / -4.84 eV
Gap between HOMO and LUMO (spin up / spin down) = 6.88 / 7.09 eV

Each line ends with the Löwdin spin population.
Atoms and positions in Å:
Pt: 0.589 1.063 0.496  1.414
O: 1.131 3.050 0.630  0.139
C: 0.383 3.972 1.180  0.004
C: 1.028 5.077 1.780  0.010
C: 0.322 6.105 2.360  -0.003
C: -1.076 6.099 2.363  0.007
C: -1.726 5.040 1.770  -0.003
C: -1.038 3.968 1.186  0.007
C: -1.837 2.940 0.545  -0.001
N: -1.393 1.818 0.130  0.128
N: -2.264 0.994 -0.547  0.014
C: -1.613 -0.012 -1.086  0.011
O: -0.357 -0.229 -1.036  0.113
C: -2.441 -1.008 -1.836  0.006
C: -1.842 -2.180 -2.283  0.001
C: -2.585 -3.129 -2.971  0.000
C: -3.932 -2.912 -3.220  0.000
C: -4.534 -1.740 -2.777  0.000
C: -3.794 -0.793 -2.087  0.001
H: 2.110 5.073 1.768  0.000
H: 0.860 6.928 2.817  0.000
H: -1.634 6.909 2.815  0.001
H: -2.811 5.018 1.746  0.000
H: -2.894 3.146 0.373  0.006
H: -0.790 -2.329 -2.079  0.000
H: -2.110 -4.041 -3.312  0.000
H: -4.513 -3.651 -3.758  0.000
H: -5.585 -1.565 -2.970  0.000
H: -4.246 0.123 -1.731  0.000
O: 2.982 0.828 1.289  0.050
C: 3.588 -0.186 0.984  0.016
C: 3.031 -1.510 0.787  0.004
C: 3.923 -2.526 0.461  -0.001
C: 3.497 -3.827 0.321  0.002
C: 2.140 -4.152 0.519  0.004
C: 1.247 -3.179 0.843  0.004
C: 1.635 -1.802 0.984  0.011
O: 0.758 -0.944 1.287  0.049
N: 4.444 -4.860 -0.016  0.001
O: 4.035 -6.008 -0.119  0.001
O: 5.616 -4.550 -0.183  0.002
H: 4.688 -0.135 0.858  0.003
H: 4.973 -2.298 0.324  0.000
H: 1.830 -5.181 0.405  0.000
H: 0.199 -3.403 0.989  0.000


Below is a molecular structure, C21H14N4O2Se2Sr at a distorted geometry, with properties calculated with ωB97M-V/def2-TZVPD.

F_max = 1.64 eV/A
Total energy = -163590.7266 eV
Energy above the lowest of the compared OMol25 structures with the same formula, charge and spin = 6.1 kJ/mol
HOMO = -8.64 eV
Gap between HOMO and LUMO = 8.39 eV

Each line ends with the Löwdin charge.
Atoms and positions in Å:
Sr: 0.449 0.749 -0.744  1.376
O: 2.741 -0.152 -1.029  -0.111
C: 2.448 -0.442 0.161  -0.782
O: 2.208 0.377 1.067  -0.060
C: 1.906 -1.842 0.326  -0.199
C: 2.656 -3.012 0.555  0.017
C: 1.998 -4.208 0.577  0.009
C: 0.603 -4.249 0.340  -0.151
C: -0.142 -5.448 0.315  -0.033
C: -1.483 -5.426 0.055  -0.077
C: -2.138 -4.204 -0.195  -0.066
C: -1.448 -3.024 -0.170  -0.008
C: -0.062 -3.022 0.104  -0.202
N: 0.607 -1.838 0.131  0.102
H: 3.723 -2.940 0.706  0.122
H: 2.529 -5.135 0.759  0.121
H: 0.373 -6.384 0.499  0.114
H: -2.049 -6.347 0.028  0.105
H: -3.197 -4.204 -0.417  0.108
H: -1.935 -2.079 -0.382  0.104
Se: -1.747 3.663 -0.939  0.667
Se: -0.395 4.590 0.689  0.687
C: 1.369 4.322 -0.052  -0.657
C: 2.292 5.320 0.243  -0.114
C: 3.593 5.171 -0.204  -0.053
C: 3.921 4.046 -0.946  -0.043
C: 2.931 3.112 -1.197  -0.123
N: 1.678 3.244 -0.754  -0.034
C: -2.509 2.215 0.072  -0.706
C: -3.882 2.027 -0.013  -0.091
C: -4.434 0.960 0.676  -0.041
C: -3.604 0.151 1.439  -0.051
C: -2.249 0.424 1.458  -0.139
N: -1.707 1.430 0.773  -0.061
H: 1.984 6.197 0.796  0.097
H: 4.335 5.926 0.018  0.112
H: 4.921 3.884 -1.320  0.109
H: 3.150 2.204 -1.745  0.102
H: -4.489 2.695 -0.607  0.106
H: -5.497 0.769 0.625  0.115
H: -3.995 -0.685 2.002  0.109
H: -1.558 -0.191 2.025  0.118
N: -2.446 0.643 -3.159  -0.120
C: -1.451 0.715 -2.563  -0.475


Below is a molecular structure, C21H15B2F16N2O2V at a distorted geometry, with properties calculated with ωB97M-V/def2-TZVPD.

F_max = 4.26 eV/A
Total energy = -99620.4662 eV
HOMO (spin up / spin down) = -9.14 / -9.14 eV
Gap between HOMO and LUMO (spin up / spin down) = 5.47 / 5.48 eV

Each line ends with the natural charge from an NBO analysis.
Atoms and positions in Å:
V: -0.018 -1.342 1.105  1.419
C: 0.756 0.216 -5.573  -0.640
C: 0.893 -0.332 -4.224  -0.009
C: 1.985 0.011 -3.430  -0.191
C: 1.838 -0.068 -2.067  -0.195
C: 0.575 -0.345 -1.526  0.204
N: 0.270 0.088 -0.237  -0.386
C: 0.525 1.413 0.332  0.119
C: 1.095 2.355 -0.517  -0.150
C: 1.089 3.703 -0.209  -0.194
C: 0.520 4.242 0.957  0.025
C: 0.416 5.739 1.200  -0.646
C: 0.046 3.293 1.841  -0.194
C: -0.027 1.922 1.529  -0.050
C: -0.935 1.083 2.477  0.095
O: -0.707 -0.231 2.196  -0.486
C: -2.435 1.486 2.191  0.970
F: -3.292 0.569 2.758  -0.313
F: -2.835 2.712 2.594  -0.302
F: -2.679 1.427 0.893  -0.302
C: -0.613 1.136 3.992  0.976
F: -0.910 2.313 4.577  -0.311
F: -1.468 0.278 4.633  -0.317
F: 0.612 0.694 4.354  -0.292
C: -0.262 -1.161 -2.261  -0.053
C: -0.188 -0.939 -3.626  -0.151
C: -1.311 -2.077 -1.565  0.094
O: -1.065 -2.038 -0.140  -0.527
C: -1.044 -3.554 -2.046  0.985
F: -1.258 -3.691 -3.416  -0.323
F: 0.273 -3.913 -1.833  -0.299
F: -1.891 -4.434 -1.419  -0.301
C: -2.745 -1.520 -1.811  0.976
F: -3.239 -1.825 -3.072  -0.321
F: -3.605 -2.036 -0.899  -0.299
F: -2.736 -0.197 -1.696  -0.298
H: 0.086 -0.307 -6.250  0.230
H: 1.740 0.291 -6.042  0.224
H: 0.361 1.284 -5.638  0.233
H: 2.911 0.300 -3.856  0.225
H: 2.539 0.459 -1.389  0.247
H: 1.401 2.077 -1.508  0.225
H: 1.573 4.411 -0.904  0.218
H: 0.599 6.095 2.251  0.240
H: -0.610 6.012 0.956  0.236
H: 1.027 6.363 0.440  0.228
H: -0.285 3.574 2.849  0.239
H: -0.963 -1.278 -4.322  0.237
B: 0.179 -4.415 4.421  -0.609
C: 0.187 -3.455 3.203  0.619
N: 0.129 -2.797 2.255  -0.614
H: -1.055 -4.606 4.666  0.046
H: 0.782 -4.128 5.410  0.055
H: 0.760 -5.337 3.898  0.062
F: 3.643 -1.382 -0.104  -0.516
B: 2.715 -1.951 0.677  1.386
F: 3.127 -2.966 1.512  -0.515
F: 1.558 -2.381 -0.093  -0.504
F: 1.961 -0.842 1.512  -0.503


Among the records above, which one has the lowest F_max? C21H14N3O6Pt


What did the third record say?
Below is a molecular structure, C21H14N3O6Pt, with properties calculated with ωB97M-V/def2-TZVPD.

2S+1 = 3
F_max = 0.22 eV/A
Total energy = -42003.9245 eV
Total charge = -1
Energy above the lowest of the compared OMol25 structures with the same formula, charge and spin = 18.6 kJ/mol
HOMO (spin up / spin down) = -4.55 / -4.84 eV
Gap between HOMO and LUMO (spin up / spin down) = 6.88 / 7.09 eV

Each line ends with the Löwdin spin population.
Atoms and positions in Å:
Pt: 0.589 1.063 0.496  1.414
O: 1.131 3.050 0.630  0.139
C: 0.383 3.972 1.180  0.004
C: 1.028 5.077 1.780  0.010
C: 0.322 6.105 2.360  -0.003
C: -1.076 6.099 2.363  0.007
C: -1.726 5.040 1.770  -0.003
C: -1.038 3.968 1.186  0.007
C: -1.837 2.940 0.545  -0.001
N: -1.393 1.818 0.130  0.128
N: -2.264 0.994 -0.547  0.014
C: -1.613 -0.012 -1.086  0.011
O: -0.357 -0.229 -1.036  0.113
C: -2.441 -1.008 -1.836  0.006
C: -1.842 -2.180 -2.283  0.001
C: -2.585 -3.129 -2.971  0.000
C: -3.932 -2.912 -3.220  0.000
C: -4.534 -1.740 -2.777  0.000
C: -3.794 -0.793 -2.087  0.001
H: 2.110 5.073 1.768  0.000
H: 0.860 6.928 2.817  0.000
H: -1.634 6.909 2.815  0.001
H: -2.811 5.018 1.746  0.000
H: -2.894 3.146 0.373  0.006
H: -0.790 -2.329 -2.079  0.000
H: -2.110 -4.041 -3.312  0.000
H: -4.513 -3.651 -3.758  0.000
H: -5.585 -1.565 -2.970  0.000
H: -4.246 0.123 -1.731  0.000
O: 2.982 0.828 1.289  0.050
C: 3.588 -0.186 0.984  0.016
C: 3.031 -1.510 0.787  0.004
C: 3.923 -2.526 0.461  -0.001
C: 3.497 -3.827 0.321  0.002
C: 2.140 -4.152 0.519  0.004
C: 1.247 -3.179 0.843  0.004
C: 1.635 -1.802 0.984  0.011
O: 0.758 -0.944 1.287  0.049
N: 4.444 -4.860 -0.016  0.001
O: 4.035 -6.008 -0.119  0.001
O: 5.616 -4.550 -0.183  0.002
H: 4.688 -0.135 0.858  0.003
H: 4.973 -2.298 0.324  0.000
H: 1.830 -5.181 0.405  0.000
H: 0.199 -3.403 0.989  0.000